(1)
Computed, not measured: a 11-piece molecular cluster, C37H48N10O6S overall in a non-equilibrium geometry, with ωB97M-V with the def2-TZVPD basis set.

Summary:
LUMO level in eV: 4.44
Total charge: -2
ΔE to the lowest compared entry with this formula, charge and spin in kJ/mol: 316.12
Molar mass in u: 760.922
Total energy in a.u.: -2835.15331
HOMO energy in eV: -3.25
Kohn-Sham gap in Eh: 0.283

Atoms and positions in Å:
S: -28.443700 -23.661784 -41.917455
O: -26.460668 -28.730252 -37.903492
O: -29.185899 -22.610656 -42.483320
O: -27.792821 -27.225630 -37.044380
O: -28.256285 -23.538678 -40.422891
O: -27.124665 -23.646021 -42.499798
O: -29.076953 -24.936334 -42.207056
N: -26.179412 -23.181266 -38.869529
N: -28.496209 -25.839610 -44.634927
N: -29.823883 -20.571174 -41.083779
N: -29.700666 -21.268222 -44.746784
N: -30.316815 -23.290247 -38.437070
N: -29.879371 -27.272500 -41.205016
N: -27.127455 -27.648025 -37.951513
N: -32.089708 -22.954975 -42.530863
N: -25.568482 -25.650501 -42.338458
N: -25.865443 -22.189644 -44.089399
C: -27.591076 -25.368171 -46.814705
C: -31.030239 -18.652123 -40.117852
C: -30.163937 -19.449559 -45.943186
C: -24.013400 -23.188286 -38.059536
C: -24.800507 -27.883663 -42.161036
C: -26.229867 -22.057312 -38.181376
C: -23.670846 -26.903027 -41.754425
C: -29.635938 -19.907388 -44.520664
C: -34.362394 -22.791778 -43.363728
C: -30.369248 -27.170768 -39.895980
C: -31.443606 -22.465401 -38.371253
C: -32.912997 -23.437576 -41.463778
C: -24.236258 -25.488763 -41.985612
C: -26.076415 -20.877811 -44.376031
C: -28.856752 -26.935848 -45.388543
C: -24.939939 -23.962641 -39.030652
C: -31.538295 -24.030789 -36.521786
C: -24.795292 -21.943096 -37.540675
C: -30.622273 -28.551234 -39.470671
C: -28.144412 -26.812638 -46.810036
C: -30.195552 -29.471709 -40.646753
C: -24.182276 -21.722596 -45.575549
C: -29.576362 -28.546553 -41.672071
C: -29.097072 -20.216548 -39.942212
C: -27.129011 -26.842359 -39.202335
C: -30.911710 -19.679604 -41.267252
C: -32.820286 -22.711010 -43.675217
C: -27.918247 -24.841873 -45.378483
C: -24.930540 -22.865141 -44.908104
C: -30.381327 -20.628256 -46.716915
C: -32.326617 -22.926677 -37.169763
C: -24.880064 -20.443431 -45.198675
C: -29.821474 -19.094615 -39.245085
C: -30.357792 -24.354167 -37.466551
C: -34.395156 -23.166406 -41.936128
C: -30.122309 -21.815133 -45.890810
C: -25.959926 -26.925513 -42.563664
H: -29.466864 -25.055468 -37.427763
H: -32.325469 -23.689026 -40.510099
H: -23.687299 -24.462371 -41.950446
H: -26.959770 -27.145950 -43.015012
H: -24.522070 -19.398905 -45.456344
H: -35.224446 -23.406328 -41.203551
H: -28.297032 -20.816876 -39.655777
H: -24.805540 -28.851954 -42.029622
H: -31.678521 -17.998251 -39.818962
H: -26.501608 -22.800556 -43.450153
H: -29.771773 -21.474511 -41.581051
H: -29.502395 -27.669443 -44.838370
H: -35.123895 -22.656058 -43.902705
H: -26.945105 -23.335291 -39.620573
H: -29.265146 -19.352696 -43.581532
H: -27.628839 -27.316877 -40.022980
H: -22.537554 -27.142428 -41.597705
H: -24.692957 -23.973052 -44.967995
H: -29.737165 -18.714157 -38.262173
H: -28.749560 -25.627416 -43.540675
H: -24.421914 -21.251189 -36.909633
H: -27.697586 -25.949353 -38.844832
H: -26.862986 -24.876386 -47.510562
H: -26.942695 -21.478172 -38.074035
H: -29.590455 -26.453491 -41.838323
H: -28.874096 -28.516927 -42.699859
H: -27.408098 -23.986555 -44.826006
H: -30.895786 -29.012689 -38.577148
H: -23.266749 -21.820609 -46.374065
H: -31.719544 -19.955465 -41.985191
H: -30.157563 -30.588726 -40.734871
H: -29.556423 -23.434207 -39.161386
H: -26.055227 -24.883915 -42.322247
H: -30.188848 -18.515465 -46.323878
H: -30.462831 -26.226939 -39.278431
H: -33.270941 -22.644149 -36.670563
H: -26.201075 -26.702918 -39.422453
H: -31.666208 -21.552061 -38.976132
H: -29.406561 -21.789911 -43.972904
H: -30.958088 -22.769131 -42.580944
H: -32.097648 -22.703767 -44.638259
H: -30.032918 -22.902015 -46.114145
H: -31.661622 -24.534910 -35.618575
H: -28.471591 -27.593214 -47.589044
H: -24.715105 -24.733297 -39.664877
H: -23.041056 -23.520427 -37.668156
H: -26.864074 -20.560861 -43.710874
H: -30.560723 -20.671184 -47.687062

Cartesian forces (eV/Å) of the 2 atoms listed first:
S 2.522 -2.900 4.158
O -1.456 2.676 -0.214

=====

(2)
Computed, not measured: C37H48N4OPb as an isolated structure in a non-equilibrium geometry, with ωB97M-V with the def2-TZVPD basis set.

Summary:
LUMO level (alpha / beta) in eV: -0.32 / -1.84
ΔE to the lowest compared entry with this formula, charge and spin in kJ/mol: 0.00
Molar mass in u: 772.018
Total energy in a.u.: -1925.65546
HOMO energy (alpha / beta) in eV: -6.88 / -3.66
Kohn-Sham gap (alpha / beta) in Eh: 0.241 / 0.067

Atoms and positions in Å:
Pb: 0.664602 -1.046847 0.363242
O: 0.364322 -3.407697 0.555206
N: 0.630115 -0.485203 -1.970416
N: 0.087601 -5.634560 0.783846
N: 1.962300 -4.623017 1.727512
N: -1.611149 -0.202489 0.087768
C: 1.732311 0.082606 -2.705218
C: -1.642223 -1.477953 2.839875
C: 4.145536 4.360690 4.084675
C: -2.859741 2.432967 -0.309543
C: -0.477494 -0.646617 -2.599066
C: -2.232075 0.404522 1.176591
C: 1.314119 2.530521 -1.741430
C: -2.792589 -2.237905 3.453829
C: -4.227789 2.319750 -1.037908
C: 3.869958 2.365246 5.127805
C: -3.517319 -1.620975 -0.553980
C: -3.435165 2.351850 2.110292
C: 1.140323 -3.150863 -3.256087
C: 5.131032 2.398638 4.521998
C: 1.026060 2.335006 -0.283177
C: 0.113563 3.047539 -2.564508
C: -2.275255 -0.989148 -0.846950
C: -2.155466 -0.121119 2.493690
C: 2.990388 1.956528 -3.473671
C: -4.183188 -2.437939 -1.487342
C: 3.235431 3.582619 4.823830
C: -2.813099 1.717076 1.031992
C: 3.616775 1.162826 -4.456437
C: -0.360208 -1.391236 3.721246
C: 2.467931 -0.768713 -3.583282
C: 3.538717 -2.938457 -2.640893
C: 0.787317 -4.505790 1.024581
C: -1.709301 -1.224690 -2.147339
C: 3.420141 -0.198278 -4.455132
C: -3.671054 -2.583616 -2.775978
C: 2.447753 -2.290081 -3.533036
C: 5.311081 3.624850 3.900375
C: -2.457801 3.911272 -0.141295
C: -2.507276 -1.935704 -3.113214
C: -3.220891 1.868961 3.395687
C: -2.493614 0.708557 3.552541
C: 2.073629 1.445383 -2.585400
H: 6.161264 3.929934 3.321998
H: -4.248064 -3.163329 -3.484938
H: -2.068837 -2.025775 -4.108441
H: 0.259236 1.588459 -0.076611
H: 2.716002 -2.559510 -4.555298
H: 3.786558 -3.931943 -3.011550
H: -0.745012 2.364504 -2.578232
H: 2.223655 3.874533 5.113202
H: 0.803385 -3.075478 -2.217805
H: 2.153014 -5.466491 2.269812
H: -3.324440 4.390231 0.360646
H: -2.215856 0.435104 4.573884
H: 0.625157 3.309909 0.135142
H: 3.185877 3.037454 -3.421948
H: -0.872654 -5.561717 0.481518
H: -2.384267 -3.155700 3.851584
H: 5.779919 1.518275 4.397273
H: -1.561226 4.006464 0.427407
H: 4.457251 -2.367558 -2.547930
H: -5.139050 -2.885646 -1.208160
H: -1.343094 -1.980243 1.901393
H: 3.398582 1.537917 5.622604
H: -3.232493 -1.729487 4.302488
H: -3.549262 -2.532662 2.733474
H: 0.343882 -2.880904 -3.960207
H: 0.056648 -0.333465 3.604086
H: -3.666802 2.426955 4.233572
H: 0.378495 3.278616 -3.607674
H: -0.315001 3.969315 -2.164264
H: 1.945388 2.113601 0.228321
H: 0.372722 -6.491530 1.228285
H: -2.139079 1.973269 -0.987135
H: 3.146114 -3.039320 -1.659257
H: 2.528616 -3.816607 2.005254
H: -4.094046 3.200551 1.920321
H: 2.042479 3.373568 -1.732328
H: -4.057724 2.616604 -2.126325
H: 1.441541 -4.164527 -3.426295
H: -4.632221 1.309824 -1.087473
H: 4.289165 1.635702 -5.130507
H: -0.690405 -1.500315 4.774507
H: 4.057327 -0.837531 -5.092603
H: -4.957121 3.019931 -0.648409
H: 0.401438 -2.146131 3.450218
H: -3.882806 -1.430126 0.454149
H: 3.925901 5.318906 3.653165
H: -2.255165 4.460113 -1.082712
H: -0.533312 -0.302278 -3.643467

Cartesian forces (eV/Å) of the 2 atoms listed first:
Pb 0.027 1.330 -0.259
O 0.473 -2.059 0.888

=====

(3)
Computed, not measured: C37H49Cl12N5 as an isolated structure in a non-equilibrium geometry, with ωB97M-V with the def2-TZVPD basis set.

Summary:
LUMO level in eV: -0.02
ΔE to the lowest compared entry with this formula, charge and spin in kJ/mol: 2302.70
Molar mass in u: 989.270
Total energy in a.u.: -7234.45319
HOMO energy in eV: -8.76
Kohn-Sham gap in Eh: 0.321

Atoms and positions in Å:
Cl: -0.792107 3.346341 -3.263391
Cl: 0.541443 -1.457062 -2.345191
Cl: 4.972906 3.603549 2.975335
Cl: 1.249038 2.654794 3.384466
Cl: 1.561437 1.224862 -3.810867
Cl: 0.955439 4.294761 0.504220
Cl: -1.746815 -3.277060 -5.455731
Cl: -1.954063 6.608124 -2.483045
Cl: -1.913080 -6.028605 1.201115
Cl: -1.882981 3.011494 -0.080810
Cl: -1.336782 -2.240867 -0.809861
Cl: 3.481558 2.171482 -0.837041
N: 1.744153 -0.459394 0.065075
N: -3.582292 -1.341656 -1.077862
N: -2.918678 0.808128 2.616379
N: 1.565386 -4.616885 2.637855
N: 6.675421 -2.120928 0.928962
C: 3.469624 2.981845 0.750313
C: 0.561028 4.823594 2.163809
C: -0.599638 -3.526598 2.692684
C: -1.236665 -3.902642 -0.370367
C: -0.172811 -1.578938 -3.920687
C: 2.077022 0.729786 0.627105
C: 4.887413 2.704185 1.399261
C: 1.411419 -2.311626 1.990338
C: 0.031420 -2.353152 2.203904
C: -4.250699 1.119200 2.548959
C: -1.032543 -2.941245 -3.880617
C: -3.020781 -1.281557 -3.394906
C: -2.629033 0.060604 -3.334492
C: -1.721037 4.695876 -0.582218
C: -0.611059 0.140794 0.155070
C: -3.168182 -0.045480 -1.011483
C: 0.168845 -4.712901 2.815246
C: -2.453198 -0.209864 1.829671
C: -3.497567 -1.979721 -2.242212
C: 3.918052 -2.426938 0.388635
C: 0.472074 2.898438 -1.997026
C: -5.162944 0.363759 1.818451
C: -0.028444 3.780713 3.084103
C: 2.096165 -3.470329 2.246015
C: 1.091197 1.672724 1.032053
C: 0.399918 -0.736149 -0.151145
C: 1.059569 1.528993 -2.097701
C: -0.213754 1.383791 0.722050
C: 6.136342 -3.289944 0.914551
C: -2.363252 -4.423344 0.539381
C: 4.799603 -3.520898 0.545172
C: -2.193747 4.931476 -2.094443
C: -4.668041 -0.615201 0.979177
C: 5.841244 -1.076756 0.635659
C: -2.657601 0.678463 -2.047871
C: -3.302560 -0.900989 0.992047
C: 4.463176 -1.240163 0.435076
H: 5.639449 3.140510 0.741887
H: -5.340537 -1.308034 0.495325
H: -1.855771 -2.833144 -3.174414
H: 3.266727 4.042824 0.604544
H: -0.181361 4.421003 3.952864
H: 3.897485 -0.321166 0.392384
H: 6.738280 -4.183719 0.986797
H: 0.015614 5.766815 2.194660
H: 6.288363 -0.093667 0.630564
H: -0.121972 3.092160 -1.103891
H: -3.237239 -4.441263 -0.111718
H: 0.547940 -1.606399 -4.737906
H: 1.256367 2.700388 1.320166
H: -1.285683 -4.519933 -1.267389
H: 1.819400 -1.389428 1.603683
H: -0.477634 -1.471485 1.843456
H: -0.949891 2.144164 0.937276
H: -1.625828 -0.144125 -0.080439
H: 4.503294 -4.524619 0.278428
H: -2.254558 5.296080 0.154813
H: -0.295593 -5.669199 3.005507
H: -1.773989 4.381471 -2.936695
H: -0.289878 -4.007657 0.159408
H: 1.519213 5.114193 2.594537
H: 1.238297 3.673689 -1.998313
H: 3.140608 0.828364 0.786727
H: -1.679249 -3.543964 2.715876
H: -1.406460 -0.463980 1.908160
H: 0.328099 0.757882 -1.855960
H: 2.656754 2.577419 1.353448
H: -6.211993 0.610985 1.887564
H: -0.507376 -3.807324 -3.477874
H: 1.893010 1.395030 -1.408120
H: -3.269264 4.773355 -2.174138
H: -0.910675 -0.807390 -4.140664
H: 4.792909 1.632777 1.576063
H: -0.894723 3.333744 2.596377
H: 0.219921 -1.704319 -0.594620
H: -3.134110 -1.839719 -4.312507
H: 2.891828 -2.690198 0.178974
H: -2.312121 1.695355 -1.933975
H: -3.360275 0.455459 -0.074172
H: 3.149677 -3.510413 2.011706
H: -2.438993 0.564832 -4.270465
H: -0.651560 4.852792 -0.441870
H: -2.932570 -1.683481 0.346134
H: -4.582746 1.910247 3.204987
H: -2.410556 -3.760863 1.403658
H: -3.931168 -2.966933 -2.304008

Cartesian forces (eV/Å) of the 2 atoms listed first:
Cl 6.279 -6.415 -3.058
Cl 2.439 0.535 -4.582